# 1
A molecular structure, C20H23AsClN2O3PtS in a non-equilibrium geometry, computed with ωB97M-V with the def2-TZVPD basis set.

```
! wB97M-V def2-TZVPD RIJCOSX def2/J DEFGRID3
* xyz -1 1
Pt 1.19611 0.54326 -0.26327
C 1.99734 1.33084 -1.94425
H 1.86957 2.41695 -1.93083
H 1.53014 0.91512 -2.83830
H 3.06761 1.10748 -1.96809
C -1.43690 2.31910 -1.22106
As -0.36241 3.15442 0.16314
C 0.19283 4.80652 -0.73983
C -1.31017 3.92611 1.67326
O 1.05437 2.45663 0.66822
H -2.49568 2.46077 -1.00965
H -1.18989 1.26269 -1.23798
H -1.17481 2.77712 -2.17559
H -0.64804 5.48627 -0.88585
H 0.63187 4.56645 -1.70796
H 0.94967 5.29208 -0.12453
H -2.38733 3.87888 1.53733
H -0.99333 4.96379 1.77805
H -1.04234 3.35840 2.56019
O 0.61628 -1.56638 -3.08522
C 1.43448 -1.88348 -2.24406
N 1.62436 -1.26304 -1.03308
C 2.65661 -1.88018 -0.33573
O 3.04765 -1.52540 0.75974
C 3.15776 -3.00861 -1.15631
C 4.16908 -3.92371 -0.95339
C 4.37991 -4.89319 -1.92714
C 3.59184 -4.93358 -3.07337
C 2.59092 -3.99120 -3.28323
C 2.39074 -3.02827 -2.31730
H 4.77660 -3.87668 -0.05842
H 5.16561 -5.62693 -1.79562
H 3.76696 -5.70684 -3.81117
H 1.98079 -4.00897 -4.17761
S -0.85500 -0.91450 3.21605
C -0.40390 0.06635 1.82333
N -1.36277 0.90775 1.39058
C -2.50901 0.74842 2.09111
C -3.74550 1.39281 1.85870
C -4.80927 1.16972 2.71696
C -4.70580 0.29627 3.79541
C -3.51078 -0.40089 4.01372
C -2.44495 -0.18244 3.16795
H 0.64629 0.02604 1.50129
H -3.85523 2.04156 0.99822
H -5.74933 1.68283 2.54543
H -5.54646 0.14649 4.46119
H -3.42698 -1.10087 4.83637
Cl 0.28483 -4.13385 0.17555
C -0.80175 -2.85939 -0.08548
H -1.03560 -2.23269 0.75956
H -0.96697 -2.56007 -1.10702
*
```

* highest occupied orbital energy (alpha / beta): -1.23 / -1.24 eV



# 2
A molecular structure, C20H23AsN7RuS, computed with ωB97M-V with the def2-TZVPD basis set.

```
! wB97M-V def2-TZVPD RIJCOSX def2/J DEFGRID3
* xyz 3 5
Ru -0.54376 -0.61578 -0.07109
N -0.10015 3.65936 -0.35879
C -0.01107 2.36646 -0.23032
S -0.87719 1.50188 0.98963
N 0.91333 1.77532 -1.08403
N 0.91429 0.47281 -0.94535
C 2.02355 -0.15477 -1.34519
C 2.19670 -1.46589 -0.82882
C 3.37806 -2.17251 -1.00392
C 3.56964 -3.34727 -0.27737
C 2.57970 -3.75686 0.58927
C 1.39292 -3.01363 0.69694
N 1.19257 -1.90475 0.00608
H -0.66847 4.21039 0.27580
H 0.47117 4.15125 -1.04079
H 2.78452 0.37967 -1.90376
H 4.13735 -1.79808 -1.67900
H 4.48743 -3.91208 -0.37713
H 2.70293 -4.64412 1.19636
H 0.59840 -3.32839 1.36129
C -3.73841 0.98023 -1.14598
As -2.34407 -0.15371 -1.84370
C -1.77131 0.73200 -3.46099
C -3.29288 -1.69870 -2.50574
H -4.53420 1.01079 -1.88894
H -3.34957 1.98211 -0.98352
H -4.12352 0.58307 -0.20977
H -2.66240 0.85980 -4.07420
H -1.04893 0.12010 -3.99614
H -1.34236 1.70854 -3.24793
H -4.06025 -1.32438 -3.18190
H -3.76898 -2.23946 -1.69175
H -2.61857 -2.35186 -3.05589
N -5.22432 -10.06268 1.10572
C -4.80912 -8.99534 1.18448
C -4.27597 -7.65869 1.27142
C -3.14435 -7.32115 0.53207
C -2.61994 -6.04490 0.61784
C -3.24053 -5.11410 1.43386
C -4.36508 -5.43214 2.17224
C -4.88217 -6.71380 2.09182
N -2.71172 -3.76836 1.51194
C -2.75945 -2.94567 2.62666
C -2.17656 -1.77943 2.28126
N -1.77080 -1.86888 0.95200
C -2.11258 -3.10588 0.53429
H -2.67308 -8.06553 -0.09460
H -1.71578 -5.80082 0.07165
H -4.86246 -4.69348 2.78764
H -5.76359 -6.97980 2.65892
H -3.18026 -3.26918 3.56355
H -2.03370 -0.89080 2.87134
H -1.98308 -3.49088 -0.46320
*
```

* expectation value of S²: 6.056
* highest occupied orbital energy (alpha / beta): -16.45 / -16.45 eV



# 3
2 unconnected molecules or ions with the total composition C20H23Br2FIN2O6P in a non-equilibrium geometry, computed with ωB97M-V with the def2-TZVPD basis set.

```
! wB97M-V def2-TZVPD RIJCOSX def2/J DEFGRID3
* xyz 0 1
C 0.14825 -1.15943 3.42379
C -1.19278 -0.53475 3.03806
C -1.03861 0.57685 1.99494
I -2.53549 2.07747 2.26150
N -0.91156 0.05464 0.62739
C 0.30100 0.07593 -0.04460
C 1.55847 0.67079 0.49507
C 1.59135 2.17849 0.29957
C 2.55522 2.91811 0.98876
C 2.62329 4.30010 0.85556
C 1.71848 4.98510 0.04955
C 0.76161 4.25675 -0.64599
C 0.70981 2.86637 -0.52758
C 0.13701 -0.48808 -1.26745
C 1.13577 -0.71196 -2.34339
C 2.01923 -1.91438 -2.08342
O 1.77045 -2.97119 -2.53520
O 3.11375 -1.78180 -1.24344
C 4.06639 -0.91616 -1.70844
C 5.04480 -0.49824 -0.66946
O 4.08465 -0.55271 -2.83599
N -1.22640 -0.83963 -1.33237
P -1.98299 -1.56451 -2.70866
O -3.23827 -2.23190 -2.41849
O -0.88661 -2.44681 -3.40951
O -2.13200 -0.31988 -3.65372
C -1.83238 -0.50207 -0.18141
C -3.24215 -0.72789 0.06949
Br -4.38124 0.65055 -0.57471
C -3.73575 -1.84209 0.60659
C -5.15426 -2.09019 0.87530
Br -2.49322 -3.20662 1.02234
H 0.79975 -1.25909 2.56120
H 0.63973 -0.61937 4.22737
H -0.04862 -2.16113 3.79416
H -1.71924 -0.16308 3.90526
H -1.77879 -1.32294 2.58341
H -0.11317 1.09429 2.18919
H 1.57753 0.49430 1.56597
H 2.42943 0.18564 0.08930
H 3.26250 2.42004 1.63872
H 3.37947 4.86432 1.38066
H 1.73171 6.05751 -0.05295
H 0.04343 4.75135 -1.27843
H -0.04427 2.35010 -1.10596
H 1.76166 0.16903 -2.46815
H 0.68433 -0.90075 -3.30594
H 4.96247 0.57137 -0.50447
H 6.04755 -0.73480 -0.99886
H 4.84338 -0.99613 0.27357
H -0.42146 -3.03415 -2.78916
H -2.95722 -0.40401 -4.15140
H -5.52354 -1.29011 1.50967
H -5.32538 -3.00467 1.46815
H -5.70457 -2.10000 -0.06317
F -5.88247 -3.27858 3.10780
*
```

* highest occupied orbital energy: -6.35 eV



# 4
A molecular structure, C20H23BrN2SbTi in a non-equilibrium geometry, computed with ωB97M-V with the def2-TZVPD basis set.

```
! wB97M-V def2-TZVPD RIJCOSX def2/J DEFGRID3
* xyz 1 3
Ti -0.15125 -0.06027 -0.38645
C -2.71480 -3.19873 -1.77665
C -3.63027 -2.58357 -0.93053
C -3.28478 -1.42927 -0.24302
C -1.99260 -0.92463 -0.39980
N -1.12835 -1.57173 -1.19249
C -1.45165 -2.65055 -1.89607
C -0.16950 -0.10892 1.71022
C -0.66095 -0.03343 2.99040
C 0.28498 0.42907 3.90812
C 1.57684 0.76775 3.53254
C 2.02104 0.67468 2.21512
C 1.07244 0.21745 1.31779
H -2.97941 -4.07876 -2.34032
H -4.61300 -3.01683 -0.81309
H -4.01029 -0.93888 0.38994
H -0.68850 -3.06658 -2.54714
H -1.67100 -0.28868 3.27624
H -0.00414 0.53255 4.94280
H 2.26834 1.13785 4.27519
H 3.02488 0.96457 1.93521
C -1.48584 5.01186 1.22721
C -1.32127 3.98337 0.16056
C -1.81427 4.22463 -1.13288
C -1.55063 3.30402 -2.14034
C -0.86136 2.16844 -1.79582
Br -0.35495 0.84755 -3.08948
N -0.44717 1.84903 -0.54980
C -0.66302 2.79841 0.40687
H -2.46405 5.47802 1.15411
H -0.73609 5.78878 1.09033
H -1.35669 4.58669 2.21794
H -2.37906 5.11673 -1.33933
H -1.86141 3.47350 -3.15797
H -0.27111 2.57294 1.39477
C 1.44858 -2.90769 0.19403
Sb 2.19607 -1.48753 -1.27586
C 2.74107 -3.02004 -2.72346
C 4.14908 -1.33253 -0.37866
H 2.25061 -3.14430 0.88982
H 1.12017 -3.82147 -0.29879
H 0.60714 -2.47436 0.74583
H 2.73767 -3.98498 -2.22226
H 3.73969 -2.80484 -3.08756
H 2.05375 -3.04864 -3.56443
H 4.58324 -2.32703 -0.35224
H 4.05705 -0.94239 0.63094
H 4.78479 -0.68124 -0.97154
*
```

* expectation value of S²: 2.023
* highest occupied orbital energy (alpha / beta): -9.78 / -11.61 eV



# 5
A molecular structure, C20H23ClHfN4O2P in a non-equilibrium geometry, computed with ωB97M-V with the def2-TZVPD basis set.

```
! wB97M-V def2-TZVPD RIJCOSX def2/J DEFGRID3
* xyz 3 1
Hf 0.16674 -0.32226 -0.66926
Cl -4.95293 -2.19767 4.15083
C -3.88728 -1.98895 2.82897
C -4.33216 -2.20754 1.52617
C -3.47520 -2.05063 0.43885
C -2.17808 -1.65883 0.65331
O -1.31010 -1.52727 -0.41569
C -1.70586 -1.41801 1.95548
C -0.37637 -0.99563 2.28343
N 0.52490 -0.54436 1.44917
C 1.87021 -0.21311 1.88139
C 2.28191 -0.08434 3.17587
C 3.63515 0.19236 3.47627
C 4.55130 0.32961 2.47534
C 4.14127 0.21628 1.12362
C 5.03875 0.33339 0.04295
C 4.59581 0.20246 -1.25055
C 3.24721 -0.03308 -1.46920
N 2.34927 -0.14121 -0.47914
C 2.79303 -0.03332 0.83200
C -2.57828 -1.61457 3.04346
H -5.35513 -2.52365 1.36510
H -3.82193 -2.25924 -0.56450
H -0.10665 -1.07962 3.33318
H 1.58719 -0.19384 3.99907
H 3.93417 0.28267 4.51117
H 5.59238 0.52467 2.69917
H 6.08708 0.52143 0.24619
H 5.26919 0.27746 -2.09209
H 2.86444 -0.14139 -2.47574
H -2.22144 -1.45661 4.05389
N -0.96424 -2.27189 -3.67181
C -0.20417 -1.20159 -3.79426
N 0.14174 -0.69918 -4.96332
O 0.24065 -0.61321 -2.71728
H -1.27989 -2.79866 -4.47329
H -1.19014 -2.62000 -2.75342
H -0.14286 -1.11000 -5.84058
H 0.75341 0.09997 -4.99488
C -1.89887 2.32173 0.95720
P -1.23350 1.96168 -0.68209
C -0.34147 3.43169 -1.23085
C -2.64564 1.73911 -1.78487
H -2.52798 3.21153 0.88638
H -1.09396 2.51479 1.66608
H -2.50666 1.48956 1.31481
H -1.03750 4.27319 -1.21003
H 0.02935 3.30589 -2.24774
H 0.49555 3.65034 -0.56796
H -3.25840 2.64208 -1.73917
H -3.24753 0.88705 -1.46872
H -2.31644 1.59068 -2.81291
*
```

* highest occupied orbital energy: -16.86 eV



# 6
A molecular structure, C20H23ClIrN2 in a non-equilibrium geometry, computed with ωB97M-V with the def2-TZVPD basis set.

```
! wB97M-V def2-TZVPD RIJCOSX def2/J DEFGRID3
* xyz 2 6
C 0.29925 0.77735 -5.67126
C 1.67676 1.33791 -6.04075
C 0.07508 -0.56353 -6.37833
C -0.79187 1.77161 -6.08242
Cl 0.22362 0.52169 -3.88784
H 0.11865 -0.42396 -7.46513
H -0.90740 -0.97981 -6.12855
H 0.84638 -1.28973 -6.09791
H 1.73630 1.49509 -7.12449
H 2.47459 0.64366 -5.75376
H 1.85415 2.30063 -5.54803
H -0.75813 1.93399 -7.16648
H -0.64731 2.73972 -5.58960
H -1.78743 1.39175 -5.82667
C 1.97804 -1.36856 1.98955
C 1.18278 -2.23543 1.17381
C 1.19870 -1.70624 -0.17460
H 0.73621 -3.17670 1.47657
C 1.77439 -0.37678 -0.09732
C 2.28305 -0.21776 1.24376
H 2.86695 0.63203 1.59708
H 2.32373 -1.60981 2.99457
H 0.87873 -2.21778 -1.07475
H 1.88237 0.31755 -0.92744
C -2.09996 1.07693 1.45971
C -2.44177 -0.09632 2.14767
C -2.14624 -1.21959 1.30285
H -2.90239 -0.18960 3.12363
C -1.88676 -0.70410 -0.03717
C -1.67841 0.74939 0.13150
H -1.39820 1.40705 -0.68667
H -2.17615 2.06742 1.84928
H -2.26550 -2.26912 1.55194
H -1.97703 -1.24004 -0.97987
Ir -0.10535 -0.51914 0.87296
N 0.07625 0.11142 8.93780
C 0.00833 0.18276 7.76790
C -0.03504 0.17057 6.32382
C -0.07412 -1.08038 5.69070
C -0.17499 -1.08600 4.30299
N -0.05813 0.01981 3.57945
C 0.03075 1.21306 4.15322
C -0.02320 1.34444 5.54623
H -0.00660 -2.02216 6.24030
H -0.30493 -2.04335 3.78918
H 0.14626 2.09202 3.50446
H -0.02435 2.33803 5.98811
*
```

* expectation value of S²: 8.805
* highest occupied orbital energy (alpha / beta): -12.86 / -15.02 eV



# 7
A molecular structure, C20H23CoN5O5, computed with ωB97M-V with the def2-TZVPD basis set.

```
! wB97M-V def2-TZVPD RIJCOSX def2/J DEFGRID3
* xyz 1 1
Co -0.36176 -0.01848 -0.15554
C -0.85055 -2.72266 -0.55017
C 0.66245 -2.66796 -0.46643
N 1.14299 -1.25613 -0.58922
C 2.25363 -0.97786 0.35895
C 1.69283 -0.42692 1.64865
C 2.33218 -0.33431 2.87163
C 1.71107 0.39346 3.88066
C 0.50798 1.05196 3.65033
C -0.07937 0.91900 2.40553
C -1.26327 1.68015 1.85653
N -1.83633 0.92962 0.70970
C -2.89513 -0.03662 1.12317
C -2.76271 -1.31984 0.32314
N -1.32629 -1.66242 0.35554
N 0.49723 0.13667 1.49284
H -1.22363 -3.70769 -0.26216
H -1.20588 -2.47580 -1.54720
H 1.13825 -3.30763 -1.20890
H 0.97471 -3.02512 0.51817
H 1.45105 -1.05537 -1.53827
H 2.87909 -0.20101 -0.07948
H 2.87791 -1.85876 0.51589
H 3.29801 -0.79378 3.02824
H 2.18796 0.47755 4.84795
H 0.05497 1.66956 4.41300
H -0.87703 2.62195 1.46441
H -2.01620 1.89318 2.61630
H -2.16559 1.58177 -0.00097
H -3.88667 0.40225 1.01676
H -2.74154 -0.24731 2.18446
H -3.03008 -1.15603 -0.71716
H -3.38046 -2.11634 0.74221
H -1.07218 -1.90455 1.31226
O -0.57782 2.92912 -1.95659
C 0.35236 2.20525 -1.68312
O 0.47258 1.62658 -0.48703
C 1.45200 1.89822 -2.64701
C 1.20561 1.97643 -4.00920
C 2.19837 1.67659 -4.94676
C 3.43036 1.32656 -4.45553
O 4.55650 1.00453 -5.15093
C 5.59252 0.83024 -4.18505
O 4.99670 0.91904 -2.88573
C 3.69182 1.27225 -3.09399
C 2.72770 1.54938 -2.16350
H 0.21956 2.26609 -4.34227
H 2.00846 1.72432 -6.00932
H 6.33426 1.62305 -4.29903
H 6.04033 -0.15518 -4.30955
H 2.94310 1.58475 -1.10552
O -1.44687 0.14519 -4.16856
C -1.35348 0.02985 -3.00087
N -1.25794 -0.13291 -1.82274
*
```

* highest occupied orbital energy: -10.30 eV



# 8
A molecular structure, C20H23CoPSe2 in a non-equilibrium geometry, computed with ωB97M-V with the def2-TZVPD basis set.

```
! wB97M-V def2-TZVPD RIJCOSX def2/J DEFGRID3
* xyz 0 4
C -1.17080 1.57940 -0.48889
C -3.67349 -0.01733 -0.54532
C -1.45741 0.81074 -1.80628
H -0.29399 2.22455 -0.60436
C -3.87086 -0.28879 -1.99419
H -4.16853 -0.72572 0.14765
H -0.52369 0.41949 -2.26322
H -4.61101 -1.05009 -2.28501
C -2.34044 1.52302 -2.82908
H -1.81414 1.42812 -3.79205
H -2.41597 2.60566 -2.63996
C -2.40695 2.24397 0.08041
H -2.57212 3.18795 -0.46318
H -2.19747 2.53350 1.12378
C -3.71125 1.38823 0.04875
H -4.50654 1.98614 -0.43243
H -4.04053 1.27170 1.09770
C -3.74273 0.85615 -2.97696
H -4.55367 1.59624 -2.86779
H -3.84434 0.46448 -4.00346
Co -2.27716 -0.73572 -1.34713
H 0.37777 2.91347 0.81213
Se -0.98776 -0.12046 0.64572
P 1.25985 0.20135 0.76286
Se 1.81035 2.39368 0.72630
C 1.83766 -0.35398 2.39653
C 1.68734 0.50422 3.50081
C 2.16168 0.11379 4.75252
C 2.78041 -1.13394 4.91173
C 2.91597 -1.99524 3.81746
C 2.44557 -1.61608 2.55594
C 2.06005 -0.80713 -0.50156
C 3.38733 -0.50684 -0.86859
C 4.07380 -1.37107 -1.72301
C 3.44619 -2.51839 -2.22190
C 2.12208 -2.80282 -1.87165
C 1.43051 -1.95750 -1.00369
H 1.22501 1.48720 3.36824
H 2.05237 0.78447 5.60712
H 3.16136 -1.43060 5.89224
H 3.39599 -2.96791 3.93767
H 2.56005 -2.28520 1.69867
H 3.86689 0.39541 -0.48367
H 5.10565 -1.15309 -1.99982
H 3.98905 -3.19627 -2.88319
H 1.62884 -3.69209 -2.26332
H 0.39904 -2.18668 -0.72455
*
```

* expectation value of S²: 3.788
* highest occupied orbital energy (alpha / beta): -4.84 / -7.79 eV



# 9
A molecular structure, C20H23DyF4N6O5S, computed with ωB97M-V with the def2-TZVPD basis set.

```
! wB97M-V def2-TZVPD RIJCOSX def2/J DEFGRID3
* xyz 0 6
Dy 0.04164 -0.11823 -0.33719
C -4.75155 -0.36399 -2.09858
C -3.23548 -0.37916 -1.92066
N -2.70864 -0.11574 -0.56700
C -3.01657 1.25503 -0.10048
C -4.34406 1.49005 0.61668
C -3.10180 -1.17017 0.37636
C -2.29034 -1.16307 1.64796
N -0.86477 -1.38716 1.37905
C -0.10032 -0.97123 2.48726
C 0.10343 0.38195 2.73782
F -0.41173 1.26174 1.81575
C 0.89403 0.87060 3.74766
F 1.07096 2.19250 3.85817
C 1.52827 -0.00219 4.60539
C 1.34025 -1.35232 4.39608
F 1.93167 -2.24291 5.20512
C 0.53938 -1.82862 3.37311
F 0.39000 -3.16250 3.25298
H -4.98869 -0.74383 -3.09407
H -5.16047 0.64480 -2.03640
H -5.27394 -0.99246 -1.37460
H -2.76536 0.33259 -2.59320
H -2.85225 -1.35707 -2.21618
H -2.93489 1.89714 -0.97880
H -2.22911 1.57784 0.58610
H -5.20122 1.13227 0.05051
H -4.47078 2.56204 0.77626
H -4.36504 1.01423 1.59795
H -2.95854 -2.12444 -0.14188
H -4.16656 -1.11891 0.63134
H -2.70603 -1.93485 2.31047
H -2.46417 -0.21070 2.17085
H 2.16814 0.35795 5.39814
O 5.02269 0.23718 -4.38884
C 4.00596 0.26639 -3.49960
C 4.22256 0.32123 -2.12218
C 3.11419 0.34036 -1.30829
N 1.88759 0.31089 -1.80478
C 1.67314 0.29185 -3.11426
C 2.70955 0.24909 -4.01684
C 0.18986 0.31693 -3.45429
O -0.18507 0.04366 -4.57764
O -0.54700 0.59880 -2.42228
C 3.14368 0.40915 0.20816
O 4.20176 0.49568 0.78990
O 1.94717 0.37398 0.71785
H 5.86383 0.25778 -3.91696
H 5.21197 0.35473 -1.68183
H 2.52368 0.21844 -5.08087
N -0.39535 -2.32845 -1.81916
N -0.41462 -3.52004 -1.02374
C 0.66242 -3.68625 -0.20514
N 0.55538 -4.69009 0.67817
S 2.03541 -2.74535 -0.35898
H -1.02416 -2.48513 -2.60296
H 0.54835 -2.31552 -2.21870
H -1.30275 -3.60267 -0.54579
H -0.34355 -5.09994 0.87418
H 1.21830 -4.68106 1.43588
*
```

* expectation value of S²: 9.347
* highest occupied orbital energy (alpha / beta): -8.47 / -8.45 eV